Record 1
85
Properties=species:S:1:pos:R:3 method="wB97M-V/def2-TZVPD" lumo_ev=0.422 e_homo_ev=-9.4 smiles="CCOCCOCCOC[C@H]1CCCOS1(=O)=O.O=S1(=O)CCCC1.O=S1(=O)CCCC1.O=S1(=O)CCCC1" gap_ev=9.84 e_tot_ev=-92505.00490 multiplicity=1
C 1.56231 1.16090 -4.49192
C 0.54422 2.21183 -4.89014
O -0.77574 1.89756 -4.49177
C -1.00581 2.00801 -3.09211
C -1.38642 0.63390 -2.51841
O -2.62113 0.58337 -1.81998
C -2.75502 1.47892 -0.73399
C -1.53911 1.54811 0.17627
O -1.76965 2.23745 1.39040
C -2.21778 3.56732 1.23715
C -1.48676 4.50752 2.19955
C -0.89976 3.78908 3.42819
C 0.44069 3.10088 3.21297
C 1.42211 3.84933 2.34949
O 0.87351 4.25441 1.07232
S -0.21572 5.38938 1.31339
O -0.67535 5.85870 0.05307
O 0.29036 6.40050 2.18566
H 1.42890 0.29725 -5.13415
H 1.47795 0.85559 -3.45557
H 2.55568 1.54545 -4.69456
H 0.84256 3.20804 -4.56517
H 0.52739 2.24214 -5.97500
H -0.09386 2.33395 -2.60092
H -1.77351 2.75467 -2.91285
H -0.57273 0.20108 -1.93915
H -1.50844 -0.01744 -3.37468
H -3.57466 1.10344 -0.12592
H -3.07483 2.46126 -1.07500
H -1.24245 0.53036 0.41129
H -0.68443 2.01397 -0.31943
H -3.28641 3.60975 1.44074
H -2.07750 3.95334 0.23102
H -2.19121 5.25494 2.53845
H -0.89703 4.46018 4.27651
H -1.61265 3.00867 3.67214
H 0.91159 3.01280 4.18398
H 0.32580 2.08701 2.86314
H 1.86937 4.68892 2.86390
H 2.24253 3.17807 2.12506
O -0.39914 -0.34902 -7.32925
S -1.81965 -0.58841 -7.42913
O -2.39422 -1.83372 -6.98523
C -2.68322 0.77941 -6.67864
C -2.86204 1.77939 -7.81636
C -3.27942 0.95464 -9.04252
C -2.33715 -0.25390 -9.11940
H -2.08780 1.15776 -5.84653
H -3.64485 0.40866 -6.32298
H -3.60205 2.53753 -7.56529
H -1.91563 2.28685 -8.01746
H -4.30883 0.61321 -8.91848
H -3.23797 1.54106 -9.95947
H -2.82648 -1.13925 -9.51650
H -1.44343 -0.03395 -9.69994
O 0.39924 -1.14965 3.70354
S 1.64427 -0.49485 4.01972
O 1.66888 0.75183 4.74842
C 2.72971 -1.67011 4.81317
C 3.48190 -2.32429 3.65769
C 3.85715 -1.18215 2.70115
C 2.60357 -0.31849 2.50975
H 2.14349 -2.36501 5.40481
H 3.40927 -1.11153 5.45630
H 4.36048 -2.86167 4.01091
H 2.83939 -3.02990 3.14925
H 4.65590 -0.57906 3.13895
H 4.21980 -1.55956 1.74625
H 2.84349 0.73259 2.36786
H 1.98752 -0.67273 1.68536
O 1.81844 -4.69193 3.91313
S 2.07397 -5.29876 5.19430
O 3.05573 -4.75949 6.10301
C 0.51223 -5.48231 6.04424
C -0.00309 -6.84431 5.58925
C 1.21004 -7.78418 5.61999
C 2.37452 -7.05139 4.94019
H -0.14193 -4.65481 5.77758
H 0.71789 -5.47096 7.11416
H -0.80732 -7.19876 6.23138
H -0.39146 -6.77337 4.57130
H 1.47055 -8.00931 6.65577
H 1.00112 -8.72975 5.12280
H 3.33643 -7.30803 5.37611
H 2.39373 -7.22891 3.86690

=====

Record 2
92
Properties=species:S:1:pos:R:3 method="wB97M-V/def2-TZVPD" total_charge=-1 lumo_ev=2.008 e_homo_ev=-5.4 gap_ev=7.39 e_tot_ev=-100742.51835 multiplicity=1
C -0.05182 -0.58512 3.24091
C 1.05918 0.40232 2.87805
C 0.63007 1.63346 2.10370
C -0.10553 1.31758 0.80747
N -0.16423 2.52151 -0.01203
P -1.27221 2.54207 -1.43870
O -2.63926 2.46305 -0.42728
O -2.22940 2.63436 -2.87055
C -3.54196 3.12752 -2.90492
C -4.56109 2.00280 -2.83766
C -4.28999 0.90606 -3.86823
C -4.30175 -0.49112 -3.25332
P -1.01218 4.82966 -1.36924
O 0.23138 5.41575 -1.92912
O -1.33070 0.83275 -1.54044
C -0.55344 0.30550 -2.53695
Cl -0.01391 -1.33578 -2.12225
C 0.54589 1.31916 -2.90405
C 1.96431 1.20753 -2.29398
O 2.67156 0.04190 -2.72660
O 3.16049 -0.71291 -1.59549
P 0.72129 1.39904 -4.75769
N -0.38411 2.15775 -5.55654
O 0.07750 2.55705 -2.51901
H -0.50652 -0.33708 4.19142
H -0.82549 -0.66637 2.48700
H 0.37657 -1.57715 3.36707
H 1.50713 0.72752 3.81550
H 1.82617 -0.12705 2.32234
H 1.53455 2.16851 1.80679
H 0.03997 2.30480 2.72820
H 0.46826 0.53830 0.31058
H -1.09549 0.93649 1.05158
H -0.41130 3.26772 0.62534
H -2.96865 3.33862 -0.23389
H -3.66523 3.63125 -3.86863
H -3.74550 3.88472 -2.14951
H -5.56354 2.41476 -2.95754
H -4.52866 1.56413 -1.84316
H -5.03115 0.93659 -4.66620
H -3.32178 1.05271 -4.33802
H -5.30942 -0.76546 -2.94762
H -3.96651 -1.23185 -3.97593
H -3.64255 -0.51908 -2.39097
H -1.22097 5.21846 -0.01321
H -2.11611 5.43353 -2.02459
H -1.19298 0.20859 -3.42083
H 1.95909 1.32145 -1.21782
H 2.52422 2.04817 -2.69944
H 3.65472 -1.40477 -2.04171
H 0.90690 0.05876 -5.16427
H 2.00272 1.95373 -4.95363
H -1.08227 2.53426 -4.91897
C 1.55788 -4.13473 -3.38543
C 1.43630 -5.50609 -3.99337
C 0.10004 -5.80593 -4.63701
O 0.01225 -7.23352 -4.49750
C 0.72765 -7.58053 -3.39993
O 0.69376 -8.64735 -2.88115
O 1.48959 -6.54210 -2.98836
H 2.50843 -4.02917 -2.86292
H 1.49627 -3.36641 -4.15523
H 0.76388 -3.96382 -2.66099
H 2.25446 -5.69384 -4.69476
H 0.04085 -5.52621 -5.68488
H -0.72661 -5.35066 -4.08765
C -4.32573 1.37135 8.60856
C -3.49651 0.27242 7.99616
C -2.04931 0.62536 7.72270
O -1.73801 -0.22249 6.61462
C -2.88861 -0.44452 5.92731
O -2.94942 -0.91084 4.84370
O -3.95643 -0.04311 6.67081
H -5.36892 1.06843 8.68706
H -3.95632 1.61150 9.60575
H -4.28623 2.26838 7.99010
H -3.56350 -0.64079 8.59458
H -1.37861 0.42106 8.55290
H -1.93659 1.66564 7.40660
C 7.03526 0.58272 1.42536
C 6.54242 -0.76987 1.86963
C 5.34017 -1.29453 1.11506
O 4.72151 -2.13758 2.09969
C 5.03679 -1.64558 3.32161
O 4.54319 -1.98617 4.34350
O 6.02671 -0.72256 3.21264
H 7.84011 0.93133 2.07159
H 7.40676 0.53042 0.40200
H 6.22935 1.31538 1.47092
H 7.35683 -1.50061 1.86047
H 5.59445 -1.87626 0.23296
H 4.64964 -0.49491 0.83696